Formula: C3H2MnO3
Source: the OMol25 dataset
Level of theory: ωB97M-V/def2-TZVPD

The relative energy (zero: lowest compared OMol25 entry of this formula, charge and spin) is 103.2 kcal per mole. As for the total charge: +1. Its multiplicity is 7. For the total energy, the calculation gives -40592.6924 eV. The orbital gap (spin up / spin down) comes out at 8.774 / 8.240 eV. For the HOMO energy (spin up / spin down), the calculation gives -13.492 / -14.001 eV. The calculation puts the largest force on an atom at 0.13185 hartree/bohr.

Atoms and positions in Å:
C  -2.1221  0.5020  -0.0668
C  -1.4084  -0.5108  -0.5058
O  -0.2760  -1.0205  -0.4091
H  -2.6361  -0.6388  0.3658
H  -2.4769  1.3194  -0.6911
C  1.4112  -0.4506  0.4823
O  1.2516  0.6961  0.8032
O  2.3606  -1.1564  0.2714
Mn  3.8962  1.2596  -0.2500

Formula: C3H6O2
Source: the OMol25 dataset
Level of theory: ωB97M-V/def2-TZVPD

The relative energy (zero: lowest compared OMol25 entry of this formula, charge and spin) is 104.7 kcal per mole. For the total energy, the calculation gives -7299.1388 eV. The orbital gap (spin up / spin down) comes out at 7.404 / 7.403 eV. For the HOMO energy (spin up / spin down), the calculation gives -7.788 / -7.787 eV. The calculation puts the largest force on an atom at 0.01460 hartree/bohr.

Atoms and positions in Å:
C  -1.6649  0.7552  0.4646
O  -0.6561  0.2474  -0.4308
C  0.4744  -0.1359  0.0566
C  1.5823  -0.7205  -0.7112
O  2.7334  -0.2604  -0.3363
H  -2.3063  -0.0741  0.7691
H  -1.1954  1.2219  1.3346
H  -2.2376  1.4896  -0.1003
H  1.2771  -1.8055  -0.3660
H  0.6756  0.0602  1.1153
H  1.3174  -0.7779  -1.7955

Formula: C24H64O24S8
Source: the OMol25 dataset
Level of theory: ωB97M-V/def2-TZVPD

The relative energy (zero: lowest compared OMol25 entry of this formula, charge and spin) is 113.7 kcal per mole. As for the SMILES: CCOS(C)(=O)=O.CCOS(C)(=O)=O.CCOS(C)(=O)=O.CCOS(C)(=O)=O.CCOS(C)(=O)=O.CCOS(C)(=O)=O.CCOS(C)(=O)=O.CCOS(C)(=O)=O. For the total energy, the calculation gives -161739.8206 eV. The orbital gap comes out at 10.769 eV. For the HOMO energy, the calculation gives -10.782 eV. The calculation puts the largest force on an atom at 0.07455 hartree/bohr.

Atoms and positions in Å:
C  -1.2061  -3.9700  7.3790
C  -1.2283  -2.6443  6.5945
O  -0.9406  -1.5095  7.4217
S  -1.1290  -0.0111  6.7728
C  -2.7849  0.4093  7.5142
O  -0.0928  0.7685  7.5091
O  -1.1387  -0.0627  5.3030
H  -0.2002  -4.3886  7.4129
H  -1.7405  -4.7614  6.8535
H  -1.4918  -3.9463  8.4306
H  -0.5920  -2.7753  5.7193
H  -2.1353  -2.5679  5.9948
H  -3.5399  -0.1332  6.9452
H  -2.9222  1.4865  7.4197
H  -2.8471  0.1362  8.5675
C  -1.2887  3.8836  1.4719
C  -1.9018  4.4852  0.1303
O  -1.6656  5.8708  0.2241
S  -1.2327  6.7843  -1.1253
C  0.5618  6.5326  -0.8420
O  -1.5386  6.0990  -2.3500
O  -1.5590  8.1745  -0.8609
H  -0.5691  4.5326  1.9710
H  -0.8965  2.8734  1.3546
H  -2.1702  3.8286  2.1108
H  -1.4326  3.8897  -0.6528
H  -2.9846  4.3621  0.1069
H  0.9390  5.6601  -1.3753
H  0.8026  6.4047  0.2134
H  0.9331  7.5227  -1.1065
C  -2.7088  -3.9412  -4.1283
C  -3.4467  -4.6132  -5.3038
O  -4.7297  -3.9478  -5.4741
S  -5.0251  -3.1329  -6.9268
C  -3.7078  -1.7749  -6.8978
O  -4.6257  -4.0519  -8.0061
O  -6.3244  -2.5489  -6.7467
H  -1.8583  -4.5488  -3.8189
H  -3.3712  -3.9174  -3.2630
H  -2.4405  -2.8950  -4.2752
H  -2.7304  -4.7590  -6.1124
H  -3.6960  -5.6655  -5.1678
H  -3.5812  -1.3174  -5.9166
H  -4.1371  -1.0803  -7.6198
H  -2.8150  -2.3118  -7.2184
C  8.3301  -2.8700  1.1215
C  7.0749  -2.1368  1.5579
O  6.2534  -2.8899  2.4850
S  4.7498  -2.2149  2.8734
C  3.8545  -2.6026  1.3477
O  4.2220  -3.0230  3.9100
O  4.8815  -0.7600  2.9561
H  8.8346  -3.4105  1.9224
H  9.0594  -2.1753  0.7047
H  8.1644  -3.6684  0.3982
H  7.5481  -1.3728  2.1747
H  6.5971  -1.6605  0.7018
H  2.7708  -2.5142  1.4247
H  4.0458  -3.6429  1.0845
H  4.2720  -1.8734  0.6534
C  -0.7866  -2.2869  -1.3642
C  0.3786  -2.5029  -0.4546
O  0.4300  -1.4331  0.5046
S  -0.1982  -1.6789  2.0411
C  -1.5849  -0.4684  2.1199
O  -0.7014  -3.0029  2.0870
O  0.7595  -1.2851  3.0649
H  -1.6674  -2.0086  -0.7855
H  -0.9439  -3.1418  -2.0219
H  -0.5444  -1.4627  -2.0351
H  0.4693  -3.4872  0.0047
H  1.2624  -2.3752  -1.0796
H  -2.0590  -0.5951  3.0932
H  -2.2239  -0.7776  1.2928
H  -1.1647  0.5025  1.8577
C  2.3117  0.5357  -2.2764
C  1.2621  1.2153  -3.0584
O  1.9033  2.1207  -3.9449
S  0.9244  2.9557  -4.9485
C  0.5163  4.2558  -3.8023
O  1.7012  3.4920  -6.0713
O  -0.2788  2.1663  -5.2364
H  2.8555  1.3288  -1.7632
H  3.0255  -0.0349  -2.8706
H  1.9927  -0.1904  -1.5286
H  0.7949  0.3650  -3.5553
H  0.5564  1.6693  -2.3627
H  1.4809  4.7482  -3.6791
H  0.0553  3.9651  -2.8583
H  -0.1365  4.9740  -4.2984
C  -5.1601  -2.3569  0.1703
C  -5.1200  -1.0474  -0.4897
O  -3.7634  -0.7522  -0.6063
S  -3.2249  0.6229  -1.3596
C  -3.5027  0.0990  -3.0690
O  -4.1311  1.7495  -0.9943
O  -1.7953  0.6929  -1.1284
H  -6.1595  -2.7841  0.2531
H  -4.7855  -2.3362  1.1937
H  -4.4261  -3.0132  -0.2974
H  -5.5446  -1.1308  -1.4901
H  -5.8188  -0.3538  -0.0220
H  -2.8924  0.7458  -3.6992
H  -4.5735  0.2357  -3.2205
H  -3.2823  -0.9543  -2.8953
C  5.5217  1.8914  1.7381
C  4.9581  3.0382  0.9244
O  3.8560  2.7291  0.0995
S  2.2981  2.9111  0.7165
C  2.1168  1.2348  1.2661
O  2.2987  3.7409  1.9148
O  1.4067  3.1868  -0.4290
H  6.5966  2.0329  1.8507
H  5.4085  0.9208  1.2552
H  5.0974  1.7156  2.7266
H  4.8857  3.9327  1.5430
H  5.7794  3.4569  0.3429
H  1.6291  0.7306  0.4318
H  1.4598  1.2244  2.1357
H  3.0088  0.6617  1.5194